{
  "formula": "C17H22CoF2N5O8P3",
  "method": "ωB97M-V/def2-TZVPD",
  "species": ["C", "O", "C", "C", "C", "C", "C", "C", "P", "N", "O", "O", "C", "N", "C", "O", "F", "C", "O", "F", "C", "C", "C", "N", "C", "N", "C", "C", "P", "P", "O", "O", "O", "N", "C", "H", "H", "H", "H", "H", "H", "H", "H", "H", "H", "H", "H", "H", "H", "H", "H", "H", "H", "H", "H", "H", "H", "Co"],
  "coordinates": [[1.298, 0.963, 2.652], [2.558, 0.627, 2.075], [3.057, 1.662, 1.214], [3.492, 1.107, -0.214], [2.349, 1.261, -1.301], [1.559, -0.133, -1.517], [0.161, -0.059, -0.856], [-0.879, 0.969, -1.226], [-0.454, 2.108, -2.665], [0.528, 1.494, -3.705], [0.245, 3.561, -2.151], [-1.857, 2.371, -3.568], [-2.193, 1.044, -0.502], [-3.218, 2.042, -0.739], [-3.881, 2.506, 0.534], [-4.956, 2.944, 0.414], [-3.253, 2.445, 1.734], [-2.677, 3.392, -1.009], [-1.829, 3.889, -0.325], [-3.168, 4.150, -1.985], [-2.460, -0.063, 0.492], [-3.791, -0.318, 1.215], [-4.411, -1.616, 0.518], [-3.921, -2.042, -0.576], [-1.403, -1.095, 0.843], [-1.749, -2.029, 1.796], [-0.786, -2.896, 2.115], [0.548, -2.846, 1.489], [1.809, -4.144, 2.056], [2.693, -4.942, 0.201], [1.699, -5.751, -0.530], [3.239, -3.694, -0.784], [4.005, -5.898, 0.511], [0.931, -1.980, 0.527], [-0.087, -1.103, 0.226], [0.540, 1.266, 1.865], [0.884, 0.041, 3.150], [1.360, 1.747, 3.455], [3.952, 2.161, 1.690], [2.256, 2.451, 1.134], [4.417, 1.673, -0.502], [3.803, 0.046, -0.036], [1.580, 1.946, -0.822], [2.689, 1.714, -2.262], [1.499, -0.407, -2.610], [2.236, -0.892, -1.068], [0.120, 1.398, -4.635], [1.222, 3.449, -2.093], [-2.033, 1.508, -4.002], [-3.655, -0.585, 2.302], [-4.613, 0.423, 1.157], [-5.242, -2.113, 1.080], [-4.446, -2.889, -0.826], [-0.986, -3.663, 2.904], [2.888, -3.491, 2.737], [3.693, -3.018, -0.243], [4.671, -5.445, 1.065], [-0.034, 4.751, -0.404]],
  "nbo_charge": [-0.26, -0.56, -0.06, -0.43, -0.41, -0.47, 0.15, -0.50, 2.17, -1.34, -1.06, -0.95, 0.28, -0.51, 0.94, -0.43, -0.29, 1.02, -0.66, -0.24, -0.02, -0.54, 0.16, -0.63, 0.26, -0.35, 0.04, -0.12, 0.72, 2.01, -0.98, -0.89, -0.91, -0.32, 0.08, 0.15, 0.19, 0.20, 0.20, 0.15, 0.24, 0.21, 0.16, 0.25, 0.30, 0.24, 0.42, 0.55, 0.53, 0.27, 0.25, 0.19, 0.37, 0.24, 0.05, 0.50, 0.51, 0.95],
  "total_charge": 2,
  "homo_ev": [-14.3, -14.3],
  "s2": 3.761,
  "gap_ev": [6.86, 3.48],
  "multiplicity": 4
}